8
Properties=species:S:1:pos:R:3 method="wB97M-V/def2-TZVPD" homo_lumo_gap_ev=9.20 homo_energy_ev=-5.748 de_lowest_ev=0.0000 lumo_ev=3.46 smiles="O=S(=O)(Cl)OP([O-])Cl" charge=-1 energy_ha=-1961.0465
Cl -2.0252 0.6350 1.7150
Cl 1.8759 -0.6433 -1.9100
S -0.3008 -0.4338 1.2696
P 0.0944 0.3553 -2.1017
O 0.0154 0.2130 -0.0515
O 0.4037 1.7454 -2.4126
O -0.6880 -1.7680 1.2197
O 0.6247 -0.1036 2.2715

19
Properties=species:S:1:pos:R:3 method="wB97M-V/def2-TZVPD" homo_lumo_gap_ev=8.76 homo_energy_ev=-8.151 de_lowest_ev=2.6985 lumo_ev=0.61 smiles="C=C(C)/C=C(/O)C(=C)O" energy_ha=-423.1008
O 0.0326 2.2160 -1.5954
O -2.0568 1.6955 0.2011
C -1.2866 0.6929 -0.3195
C 0.0352 1.0457 -0.8872
C 0.0236 -0.5126 1.6320
C 1.1589 -0.7122 0.3801
C 1.1417 0.3255 -0.6079
C -1.8687 -0.4008 -0.8568
C 1.8362 -1.8460 0.3352
H 2.4107 -2.1341 -0.5319
H 1.8321 -2.5420 1.1619
H -0.1905 0.4755 2.0313
H 0.5542 -0.9794 2.4567
H -0.8461 -1.1199 1.4123
H 2.1006 0.6579 -0.9924
H -1.2721 -1.2404 -1.1623
H -1.5671 2.5278 0.1573
H -2.9395 -0.5128 -0.8292
H 0.9018 2.3634 -1.9854

What did the second record say?
19
Properties=species:S:1:pos:R:3 method="wB97M-V/def2-TZVPD" homo_lumo_gap_ev=8.76 homo_energy_ev=-8.151 de_lowest_ev=2.6985 lumo_ev=0.61 smiles="C=C(C)/C=C(/O)C(=C)O" energy_ha=-423.1008
O 0.0326 2.2160 -1.5954
O -2.0568 1.6955 0.2011
C -1.2866 0.6929 -0.3195
C 0.0352 1.0457 -0.8872
C 0.0236 -0.5126 1.6320
C 1.1589 -0.7122 0.3801
C 1.1417 0.3255 -0.6079
C -1.8687 -0.4008 -0.8568
C 1.8362 -1.8460 0.3352
H 2.4107 -2.1341 -0.5319
H 1.8321 -2.5420 1.1619
H -0.1905 0.4755 2.0313
H 0.5542 -0.9794 2.4567
H -0.8461 -1.1199 1.4123
H 2.1006 0.6579 -0.9924
H -1.2721 -1.2404 -1.1623
H -1.5671 2.5278 0.1573
H -2.9395 -0.5128 -0.8292
H 0.9018 2.3634 -1.9854